Computed, not measured: a 11-piece molecular cluster, C99H209N11O11 overall in a non-equilibrium geometry, with ωB97M-V/def2-TZVPD.

## Properties
- total charge = 0
- E_HOMO (eV) = -8.21
- molar mass (g mol⁻¹) = 1729.83
- SMILES = CC1(C)CCCC(C)(C)N1O.CC1(C)CCCC(C)(C)N1O.CC1(C)CCCC(C)(C)N1O.CC1(C)CCCC(C)(C)N1O.CC1(C)CCCC(C)(C)N1O.CC1(C)CCCC(C)(C)N1O.CC1(C)CCCC(C)(C)N1O.CC1(C)CCCC(C)(C)N1O.CC1(C)CCCC(C)(C)N1O.CC1(C)CCCC(C)(C)N1O.CC1(C)CCCC(C)(C)N1O
- lowest unoccupied orbital energy (eV) = 0.431
- orbital gap (eV) = 8.64

```
330
Properties=species:S:1:pos:R:3:forces:R:3:lowdin_charge:R:1
C -1.036 -5.247 -4.848 -0.2 -1.4 -0.5 -0.044
C -2.091 -4.185 -5.284 1.2 -0.2 0.0 -0.455
C -1.201 -2.988 -5.844 0.1 0.1 0.6 -0.034
C -2.985 -4.735 -6.428 0.5 0.7 -0.5 -0.130
C -4.177 -3.826 -6.686 -1.2 -1.0 0.4 -0.189
C -4.989 -3.477 -5.428 1.1 -0.6 0.0 -0.134
C -4.071 -2.938 -4.355 0.8 0.2 0.8 -0.514
C -3.595 -1.502 -4.723 -1.9 -0.5 -0.1 -0.017
C -4.899 -2.876 -3.057 -0.5 -0.2 -0.5 -0.048
N -2.955 -3.912 -4.105 -1.3 -0.2 -2.1 -0.098
O -2.163 -3.388 -3.108 1.3 1.0 0.8 -0.037
H -0.096 -4.856 -4.451 -0.5 0.3 0.4 0.049
H -1.445 -6.035 -4.142 0.3 1.0 -0.8 0.103
H -0.676 -5.782 -5.761 -0.5 0.2 0.5 0.088
H -0.503 -3.380 -6.578 0.2 -0.5 0.0 0.078
H -1.698 -2.199 -6.409 -0.4 -0.1 0.3 0.054
H -0.562 -2.517 -5.054 -0.8 -0.4 -0.4 0.078
H -2.396 -4.730 -7.380 -0.2 -0.2 0.8 0.129
H -3.356 -5.763 -6.295 0.4 0.3 0.5 0.124
H -3.946 -2.967 -7.280 0.5 0.8 -0.1 0.096
H -4.843 -4.387 -7.322 -0.4 -0.2 -0.5 0.102
H -5.459 -4.379 -4.962 0.0 0.6 -0.8 0.136
H -5.695 -2.685 -5.675 -0.4 -0.3 0.1 0.123
H -3.570 -1.376 -5.811 -0.1 0.1 0.3 0.061
H -2.647 -1.199 -4.329 0.4 0.1 0.6 0.055
H -4.448 -0.927 -4.299 0.9 0.5 -0.5 0.083
H -5.827 -2.271 -3.302 1.1 -0.6 0.8 0.105
H -4.300 -2.487 -2.231 -0.4 0.5 -0.1 0.054
H -5.197 -3.903 -2.764 0.0 0.5 -0.2 0.095
H -2.426 -3.838 -2.309 0.0 -0.4 0.4 0.101
C -3.924 2.289 -1.444 -0.9 1.0 0.2 -0.008
C -5.280 2.879 -1.971 -0.4 0.3 1.3 -0.460
C -4.963 4.269 -2.542 0.4 -0.6 -0.8 -0.005
C -5.830 1.890 -2.980 -2.0 -1.0 0.2 -0.119
C -7.352 2.014 -3.366 1.2 0.5 1.0 -0.147
C -8.174 2.009 -2.091 0.5 0.5 -1.8 -0.146
C -7.767 3.118 -1.136 0.2 0.9 -1.1 -0.500
C -8.211 4.528 -1.696 -1.4 0.0 0.4 -0.021
C -8.565 2.918 0.108 0.4 -1.3 0.8 -0.038
N -6.315 2.996 -0.863 0.9 -1.0 0.5 -0.060
O -5.867 3.918 0.133 -0.5 0.1 -1.1 -0.065
H -3.330 1.938 -2.288 0.0 0.1 0.1 0.067
H -3.392 3.028 -0.855 0.2 0.3 -0.5 0.036
H -4.042 1.526 -0.701 -0.5 -1.1 0.1 0.068
H -4.270 4.075 -3.428 -0.7 0.8 1.3 0.096
H -5.886 4.717 -2.899 0.1 0.2 -0.3 0.061
H -4.542 4.929 -1.743 0.1 -0.5 -0.9 0.093
H -5.347 2.038 -3.897 1.3 -0.1 -1.3 0.072
H -5.632 0.859 -2.602 -0.1 0.6 -0.3 0.119
H -7.504 2.942 -3.896 0.0 0.4 -0.3 0.097
H -7.701 1.229 -4.031 0.3 -0.3 -0.1 0.110
H -8.060 0.999 -1.745 -0.2 -0.3 1.1 0.100
H -9.192 2.191 -2.401 -0.6 -0.1 0.3 0.121
H -7.876 4.825 -2.682 -0.1 -0.4 -0.4 0.054
H -7.977 5.413 -1.084 0.4 -0.6 0.4 0.075
H -9.343 4.540 -1.658 1.2 -0.1 -0.4 0.104
H -8.342 3.708 0.751 0.0 1.5 1.3 0.060
H -8.216 2.030 0.645 -0.2 -0.2 -0.2 0.085
H -9.641 2.854 -0.035 0.0 0.0 -0.3 0.099
H -5.920 4.814 -0.268 0.2 -0.5 0.5 0.083
C 3.368 -2.751 4.002 1.2 0.0 -1.2 -0.026
C 4.763 -2.274 4.463 0.5 -1.3 1.2 -0.502
C 5.800 -3.030 3.631 0.0 0.5 -1.1 -0.032
C 4.918 -0.805 4.320 -1.2 1.9 -2.3 -0.150
C 4.074 0.079 5.270 -1.2 -1.8 0.4 -0.161
C 4.441 -0.384 6.695 -0.8 -1.8 -0.6 -0.100
C 4.192 -1.966 6.856 -0.6 2.2 1.0 -0.513
C 4.645 -2.261 8.288 -0.3 0.2 1.1 -0.058
C 2.685 -2.324 6.736 -0.2 0.4 0.6 -0.029
N 5.069 -2.600 5.920 -0.4 -0.1 -0.9 -0.074
O 4.906 -4.017 6.171 0.3 0.4 -0.7 -0.032
H 3.389 -2.821 2.879 -0.2 0.1 1.2 0.074
H 3.287 -3.754 4.404 -0.7 -0.1 0.0 0.081
H 2.603 -2.052 4.321 -0.2 -0.4 -0.3 0.049
H 5.834 -4.060 3.900 -0.6 -1.0 -0.1 0.065
H 5.531 -2.904 2.565 0.1 -0.4 0.4 0.087
H 6.850 -2.767 3.676 0.2 0.9 0.5 0.079
H 5.941 -0.488 4.428 0.7 -0.1 0.1 0.107
H 4.636 -0.599 3.203 0.5 0.0 1.8 0.150
H 4.301 1.114 5.134 0.0 0.7 -0.2 0.076
H 2.963 -0.085 5.076 1.3 0.4 0.2 0.113
H 3.900 0.050 7.552 0.3 0.4 -0.6 0.117
H 5.521 -0.294 6.757 0.2 0.4 0.6 0.114
H 4.348 -3.198 8.759 -0.1 -0.3 -0.6 0.080
H 4.238 -1.513 8.988 -0.1 0.0 -0.4 0.081
H 5.711 -2.185 8.427 0.6 0.0 -0.3 0.078
H 2.212 -2.160 7.721 0.2 -0.3 -0.3 0.092
H 2.589 -3.356 6.421 -0.1 -0.3 0.3 0.069
H 2.081 -1.743 6.034 0.4 0.1 0.2 0.058
H 5.829 -4.228 6.044 0.2 -0.9 0.3 0.092
C -3.371 1.697 -7.252 2.2 1.6 0.9 -0.016
C -2.038 2.129 -6.507 -2.3 1.5 -0.3 -0.439
C -2.475 2.688 -5.098 -0.4 -1.3 0.1 -0.027
C -1.034 0.942 -6.472 -0.8 1.1 -1.9 -0.134
C 0.321 1.406 -6.085 0.7 0.9 -0.2 -0.186
C 0.753 2.591 -6.949 0.0 1.2 0.3 -0.116
C -0.194 3.843 -6.926 -0.4 -0.9 -1.0 -0.462
C -0.273 4.666 -5.657 0.4 0.0 1.1 -0.051
C 0.366 4.842 -7.983 -0.5 0.5 0.3 -0.051
N -1.560 3.271 -7.342 2.6 -0.2 -1.1 -0.101
O -2.527 4.295 -7.466 -0.2 0.3 1.4 -0.043
H -3.043 1.525 -8.275 -0.6 -0.4 -0.1 0.087
H -3.759 0.908 -6.673 -0.7 -1.5 0.1 0.042
H -4.036 2.549 -7.150 -0.2 -0.1 -0.4 0.074
H -3.417 2.130 -4.777 1.5 0.5 0.1 0.079
H -1.634 2.654 -4.396 -0.4 -0.7 0.3 0.056
H -2.710 3.749 -5.067 -0.3 0.0 -0.7 0.061
H -1.430 0.203 -5.838 -0.5 -0.9 1.2 0.075
H -1.028 0.439 -7.465 0.0 0.6 0.3 0.136
H 0.288 1.690 -5.038 0.3 0.2 0.3 0.085
H 1.096 0.660 -6.197 0.1 -0.5 0.1 0.104
H 0.827 2.314 -8.009 0.0 -0.2 0.2 0.119
H 1.756 2.943 -6.635 -0.4 -0.2 -0.1 0.126
H -1.142 5.283 -5.812 -0.5 0.3 0.4 0.075
H 0.565 5.361 -5.597 0.1 -0.1 0.0 0.080
H -0.317 4.163 -4.659 -0.1 0.1 -1.0 0.086
H 1.347 5.207 -7.640 -0.3 -0.2 -0.1 0.086
H -0.270 5.730 -8.152 0.1 -0.3 0.6 0.085
H 0.500 4.474 -8.980 0.1 -0.9 -0.5 0.066
H -2.691 4.494 -8.390 0.4 -0.6 -0.3 0.107
C -2.147 -6.750 3.817 0.7 -1.7 1.0 -0.020
C -0.935 -5.881 4.241 0.3 -0.3 -1.7 -0.544
C -0.833 -4.732 3.260 0.8 0.9 -0.3 -0.058
C -1.127 -5.371 5.645 -0.3 0.8 -1.5 -0.160
C -0.913 -6.454 6.626 0.5 -2.0 0.1 -0.172
C 0.455 -7.174 6.387 -0.2 0.7 -0.3 -0.096
C 0.700 -7.693 4.931 -0.9 0.0 1.4 -0.547
C 2.152 -8.071 4.742 0.7 0.8 -0.5 -0.044
C -0.130 -8.959 4.628 1.2 -0.2 1.5 -0.026
N 0.400 -6.534 4.123 -0.5 -0.4 -1.8 -0.042
O 0.434 -7.040 2.729 0.7 0.8 0.5 -0.062
H -1.946 -7.273 2.850 -0.2 0.5 0.8 0.094
H -2.203 -7.551 4.647 -0.8 1.3 -1.7 0.075
H -3.066 -6.145 3.716 0.4 -0.3 0.3 0.086
H -1.656 -4.041 3.374 -0.2 0.5 0.5 0.063
H 0.166 -4.226 3.418 -1.2 -0.2 -0.3 0.098
H -0.944 -5.028 2.213 0.4 -0.3 0.2 0.083
H -0.465 -4.498 5.770 -0.1 -0.3 0.3 0.132
H -2.151 -5.014 5.550 -0.2 0.3 0.9 0.123
H -0.929 -6.033 7.609 0.0 0.0 0.8 0.101
H -1.689 -7.268 6.594 0.4 1.0 0.0 0.119
H 0.470 -8.022 7.043 0.4 -0.5 0.5 0.107
H 1.265 -6.470 6.649 -0.2 -0.4 -0.1 0.122
H 2.794 -7.188 4.846 -0.1 -0.1 0.2 0.087
H 2.353 -8.453 3.743 -0.3 -0.1 -0.1 0.082
H 2.490 -8.827 5.427 0.0 -0.3 0.5 0.079
H -1.112 -8.920 5.074 -0.4 0.0 -0.5 0.053
H 0.377 -9.742 5.240 -0.3 0.1 -0.8 0.096
H -0.067 -9.158 3.564 -0.4 -0.3 0.1 0.085
H 1.076 -6.434 2.326 -0.2 -0.3 0.1 0.101
C -5.367 -0.560 4.098 1.1 -0.8 -1.8 0.009
C -4.568 -0.539 2.709 -1.0 -0.1 -0.1 -0.464
C -3.760 0.721 2.706 1.4 0.5 -0.4 -0.058
C -3.644 -1.748 2.426 -1.4 0.4 0.9 -0.113
C -4.527 -2.966 2.144 0.3 0.7 0.0 -0.173
C -5.391 -2.739 0.915 -0.6 -1.0 2.4 -0.143
C -6.323 -1.570 1.123 1.0 0.9 -0.9 -0.495
C -6.949 -1.300 -0.269 0.7 0.8 0.2 -0.037
C -7.454 -1.901 2.101 -0.8 -1.0 -1.1 -0.026
N -5.424 -0.416 1.474 0.0 -1.1 0.0 -0.084
O -6.229 0.716 1.598 -0.4 1.9 -0.4 -0.058
H -5.867 0.373 4.240 -0.2 0.7 0.1 0.070
H -6.104 -1.337 4.186 -0.2 -0.5 -0.1 0.050
H -4.615 -0.738 4.843 0.3 0.2 0.7 0.076
H -4.375 1.551 3.016 0.2 0.4 0.4 0.066
H -2.805 0.639 3.265 -0.7 0.1 0.3 0.106
H -3.415 0.967 1.692 -0.2 -0.2 -0.1 0.061
H -3.084 -1.483 1.518 -0.1 -0.3 0.5 0.081
H -2.965 -1.874 3.292 -0.2 -0.1 -0.5 0.123
H -3.886 -3.781 1.987 1.0 -1.5 -0.5 0.078
H -5.153 -3.318 2.951 -0.1 0.5 0.7 0.105
H -6.054 -3.617 0.888 0.4 0.0 -0.9 0.134
H -4.720 -2.620 0.106 0.2 0.1 -1.3 0.092
H -7.687 -0.499 -0.149 -0.6 -0.8 -0.3 0.070
H -7.192 -2.265 -0.743 -0.9 0.5 0.4 0.093
H -6.248 -0.863 -0.985 0.5 0.0 0.3 0.061
H -7.250 -2.743 2.765 0.2 0.1 0.0 0.074
H -8.313 -2.229 1.455 0.5 0.3 0.8 0.099
H -7.781 -1.071 2.689 -0.1 0.7 0.2 0.071
H -5.913 1.409 0.946 -0.4 -1.3 0.6 0.100
C 5.359 -1.852 -6.156 -0.1 -1.2 -0.3 -0.045
C 4.676 -2.015 -4.793 -0.7 -0.9 -1.4 -0.510
C 4.624 -0.666 -4.168 0.7 0.8 1.3 -0.035
C 3.260 -2.583 -5.230 -0.1 0.8 1.1 -0.119
C 2.418 -2.935 -4.016 1.1 -1.7 -0.9 -0.167
C 3.245 -3.938 -3.162 -1.0 -0.5 0.0 -0.103
C 4.677 -3.530 -2.758 0.0 0.1 0.3 -0.474
C 4.613 -2.548 -1.563 -1.1 0.0 0.0 -0.030
C 5.516 -4.706 -2.168 -1.9 0.1 -0.6 -0.018
N 5.357 -3.045 -3.979 0.5 0.2 0.0 -0.035
O 6.602 -2.469 -3.507 0.9 -0.1 -0.9 -0.077
H 4.773 -1.202 -6.791 -0.2 0.6 0.1 0.076
H 6.373 -1.452 -6.136 0.1 -0.3 0.1 0.083
H 5.238 -2.821 -6.680 0.9 0.3 0.2 0.092
H 4.209 -0.663 -3.174 -0.7 -0.1 0.1 0.041
H 5.640 -0.261 -3.922 -0.8 -0.2 -1.0 0.086
H 4.041 -0.018 -4.804 0.0 0.6 -0.1 0.094
H 2.762 -1.796 -5.833 0.3 -0.5 0.1 0.120
H 3.363 -3.525 -5.784 0.3 0.4 -0.3 0.122
H 2.241 -2.134 -3.395 -0.4 2.3 1.2 0.057
H 1.403 -3.283 -4.306 0.8 -0.3 0.2 0.092
H 3.244 -4.916 -3.675 0.1 0.2 0.4 0.126
H 2.674 -3.977 -2.227 0.2 -0.7 0.0 0.103
H 3.843 -1.757 -1.685 0.3 -0.6 0.0 0.055
H 5.571 -2.079 -1.454 0.5 0.4 0.4 0.060
H 4.358 -3.140 -0.651 0.2 0.6 -0.7 0.092
H 5.528 -5.532 -2.846 0.3 -0.5 -0.7 0.073
H 4.999 -5.067 -1.284 0.0 0.0 0.2 0.081
H 6.504 -4.414 -1.906 0.8 0.4 0.1 0.063
H 7.288 -2.688 -4.186 -1.0 0.0 0.7 0.134
C 0.419 -1.005 1.982 1.3 -0.9 0.6 -0.003
C 0.590 -1.703 0.623 1.3 0.7 -0.3 -0.456
C 1.594 -2.894 0.753 0.7 1.1 0.8 -0.018
C -0.738 -2.191 0.126 0.1 0.4 -1.2 -0.132
C -1.679 -1.127 -0.464 -0.4 -1.2 -0.4 -0.172
C -1.043 -0.344 -1.589 0.8 0.2 0.0 -0.125
C 0.259 0.296 -1.042 1.4 0.0 -0.6 -0.405
C 1.110 0.953 -2.219 -1.5 -2.7 0.0 -0.015
C -0.060 1.471 -0.041 -1.5 -0.8 -2.2 -0.025
N 1.169 -0.837 -0.495 -2.7 0.0 -0.6 -0.071
O 2.311 -0.215 -0.062 1.3 1.0 1.4 -0.059
H -0.068 -1.703 2.652 -0.3 -0.4 0.2 0.072
H 1.378 -0.812 2.494 -0.2 0.2 -0.5 0.079
H -0.176 -0.122 2.010 -0.3 0.7 -0.3 0.049
H 1.257 -3.579 1.519 -0.1 0.0 0.6 0.054
H 1.728 -3.534 -0.116 -0.2 0.5 -0.5 0.067
H 2.601 -2.475 1.069 -1.2 -0.6 -0.5 0.076
H -0.431 -2.873 -0.660 -0.5 -0.3 -0.6 0.116
H -1.274 -2.760 0.856 -0.1 -0.4 0.7 0.098
H -2.499 -1.726 -0.886 -0.2 0.3 0.1 0.095
H -2.130 -0.501 0.302 0.2 0.3 0.0 0.079
H -1.707 0.442 -1.961 0.0 0.1 0.2 0.096
H -0.895 -1.000 -2.478 0.4 0.2 0.7 0.119
H 0.388 1.484 -2.802 -0.3 1.0 -0.3 0.043
H 1.403 0.129 -2.927 0.2 0.6 0.8 0.086
H 1.940 1.543 -1.889 0.3 0.3 0.1 0.068
H -0.612 2.236 -0.682 1.1 -0.5 0.8 0.112
H 0.863 1.805 0.389 0.1 0.3 0.3 0.035
H -0.830 1.178 0.670 0.3 0.0 0.4 0.051
H 3.057 -0.511 -0.588 -0.1 -0.3 -0.2 0.067
C 10.233 0.074 -0.279 0.1 0.2 -0.5 -0.033
C 8.818 -0.592 -0.112 0.0 1.1 0.7 -0.448
C 8.948 -2.069 -0.413 1.2 -0.3 -0.3 -0.051
C 8.297 -0.403 1.374 0.9 -3.4 0.1 -0.166
C 7.807 0.926 1.686 1.5 1.8 1.4 -0.237
C 6.797 1.367 0.693 -1.3 -0.3 -0.8 -0.133
C 7.145 1.230 -0.838 -0.6 2.2 2.7 -0.496
C 5.898 1.432 -1.734 0.4 -1.1 -0.3 -0.017
C 8.092 2.393 -1.183 -0.4 0.0 -0.7 -0.023
N 7.702 -0.079 -0.985 -0.1 -1.0 0.0 -0.079
O 8.078 -0.146 -2.328 2.3 1.2 -0.2 -0.013
H 10.414 0.871 0.469 -0.2 -0.2 -0.5 0.069
H 10.973 -0.712 -0.038 -0.2 0.4 -0.3 0.075
H 10.440 0.480 -1.327 -0.4 -0.7 1.4 0.103
H 9.287 -2.316 -1.405 0.4 0.7 -0.8 0.075
H 9.731 -2.565 0.197 -0.9 0.2 0.3 0.100
H 7.991 -2.522 -0.443 -1.1 -0.7 0.9 0.059
H 7.452 -1.116 1.492 0.3 0.2 -0.2 0.112
H 9.049 -0.748 2.173 -0.6 0.4 -1.5 0.150
H 7.451 0.963 2.755 -0.1 0.0 -1.1 0.128
H 8.711 1.588 1.719 -0.7 0.0 -0.2 0.121
H 6.519 2.365 0.940 -0.3 1.1 -0.2 0.088
H 5.885 0.802 0.882 -0.2 -0.4 -0.1 0.111
H 6.272 1.598 -2.737 0.0 -0.1 -0.4 0.069
H 5.217 2.249 -1.568 0.1 0.5 0.9 0.082
H 5.288 0.533 -1.792 0.0 -0.2 0.3 0.056
H 7.615 3.369 -0.928 0.5 -0.7 0.0 0.100
H 8.170 2.362 -2.284 0.6 0.2 0.5 0.083
H 9.049 2.236 -0.686 0.0 0.5 -0.2 0.062
H 7.535 -0.762 -2.756 -1.5 -1.7 -0.7 0.030
C 1.121 2.648 3.216 0.5 -0.1 -1.0 -0.006
C 2.350 3.381 2.570 -0.7 -0.1 1.7 -0.500
C 3.375 2.361 2.041 1.0 0.5 1.0 -0.005
C 1.826 4.276 1.498 -0.2 -0.8 -2.8 -0.145
C 2.928 5.173 0.911 0.0 1.3 0.5 -0.156
C 3.394 6.130 2.029 -0.9 -0.1 0.7 -0.140
C 3.775 5.391 3.331 0.7 -1.8 -2.0 -0.530
C 5.199 4.811 3.041 2.0 0.9 0.5 -0.037
C 3.776 6.371 4.467 0.0 -0.3 1.1 -0.047
N 2.798 4.318 3.630 0.2 0.2 0.0 -0.081
O 3.369 3.531 4.671 0.7 -0.8 -1.1 -0.031
H 0.559 3.262 3.943 0.6 -0.4 -0.2 0.085
H 0.436 2.362 2.415 -0.1 0.1 0.0 0.049
H 1.501 1.702 3.580 -0.2 -0.1 0.8 0.062
H 2.858 1.589 1.498 -0.2 -0.5 -0.2 0.057
H 4.030 2.893 1.345 0.1 -0.4 0.0 0.049
H 4.040 1.887 2.844 -1.1 0.7 -0.9 0.099
H 1.401 3.609 0.674 0.5 1.0 1.0 0.121
H 0.979 4.823 1.907 0.0 0.4 -0.1 0.107
H 3.757 4.625 0.446 -0.1 -0.1 0.5 0.097
H 2.631 5.847 0.105 -0.7 -0.3 -0.1 0.107
H 2.574 6.855 2.290 0.5 -0.6 -0.5 0.130
H 4.273 6.705 1.748 0.0 0.2 -0.2 0.113
H 5.505 4.358 2.054 -1.1 0.8 0.5 0.072
H 5.501 4.000 3.727 -0.2 0.7 0.2 0.073
H 5.903 5.719 3.186 -0.7 -1.6 -0.1 0.107
H 4.358 7.211 4.139 0.2 0.7 0.0 0.074
H 4.251 5.994 5.402 -0.3 0.1 -0.6 0.096
H 2.739 6.683 4.692 0.5 -0.1 -0.1 0.098
H 2.996 3.879 5.451 -0.8 0.6 1.4 0.079
C -5.074 6.545 4.318 0.6 -0.4 -1.8 -0.007
C -5.048 6.577 2.718 1.6 -1.1 1.3 -0.466
C -6.488 6.674 2.242 0.4 0.1 -1.8 -0.026
C -4.221 7.779 2.301 0.2 0.6 -0.5 -0.162
C -2.681 7.745 2.473 -0.6 -1.0 -1.9 -0.125
C -2.207 6.413 1.724 -0.2 1.9 2.2 -0.138
C -2.887 5.173 2.208 -1.5 0.1 1.6 -0.495
C -2.431 4.055 1.289 1.5 0.0 -0.3 -0.029
C -2.400 4.924 3.685 0.9 0.8 -0.9 -0.001
N -4.402 5.346 2.096 0.7 0.8 -0.2 -0.072
O -4.991 4.228 2.698 -0.6 -1.4 0.1 -0.070
H -4.152 7.028 4.693 -0.8 -0.3 0.2 0.074
H -5.993 7.018 4.579 -0.3 1.0 0.6 0.059
H -5.229 5.524 4.652 0.5 -0.2 0.1 0.075
H -6.827 7.674 2.082 0.3 1.2 0.0 0.075
H -6.742 6.202 1.259 0.4 -0.2 1.1 0.085
H -7.084 6.376 3.043 -1.4 -1.3 0.8 0.053
H -4.423 7.891 1.237 0.1 0.3 -0.3 0.115
H -4.635 8.657 2.806 0.0 0.0 -0.1 0.121
H -2.268 8.642 1.948 -0.2 -0.7 0.5 0.116
H -2.399 7.801 3.509 0.3 -0.1 0.4 0.080
H -1.163 6.226 1.867 0.9 0.2 0.1 0.096
H -2.370 6.544 0.701 -0.3 0.3 -1.8 0.098
H -2.680 3.007 1.530 0.0 0.6 0.3 0.071
H -1.295 4.187 1.319 -1.3 -0.7 -0.3 0.093
H -2.762 4.246 0.255 0.2 0.2 0.5 0.066
H -1.309 4.628 3.616 -1.2 0.1 0.3 0.084
H -3.018 4.174 4.130 -0.1 -0.6 0.4 0.066
H -2.452 5.848 4.309 0.0 -0.8 -0.6 0.070
H -5.293 3.609 1.984 0.4 1.2 0.4 0.088
```
Forces are in eV/Å.